Computed, not measured: a molecular structure, C13H7Cl6N2NiO5S2, with wB97M-V/def2-TZVPD.

Structure (XYZ):
```
36
Properties=species:S:1:pos:R:3:forces:R:3
Ni -0.38211 -0.21921 -0.83237 -0.184 -0.356 -0.260
Cl -1.33168 1.43100 1.03736 -0.149 0.057 0.097
C -2.67699 0.55083 1.70439 0.036 0.059 -0.006
C -3.46599 1.23394 2.61211 0.008 -0.026 -0.013
C -4.55323 0.60923 3.20285 -0.022 0.002 0.017
C -4.82938 -0.70618 2.86336 0.002 -0.012 -0.009
C -4.03161 -1.36644 1.94789 0.033 0.059 0.008
Cl -4.46044 -3.01813 1.58279 -0.027 -0.036 0.004
C -2.91316 -0.78396 1.30733 0.013 -0.049 -0.011
S -1.96209 -1.65481 0.16514 -0.078 -0.027 0.006
H -3.21579 2.25976 2.84780 0.003 0.005 0.005
H -5.17424 1.13842 3.91387 -0.006 0.000 0.008
H -5.66629 -1.23414 3.30101 -0.008 0.006 0.009
O 1.18147 -0.75721 0.28900 0.393 0.037 0.120
N 2.32454 -0.07926 0.25061 0.004 -0.173 -0.019
C 2.43957 0.95721 1.10847 0.018 -0.079 -0.001
C 3.58063 1.69823 1.21182 0.116 -0.003 -0.007
C 4.65347 1.36527 0.37419 -0.036 0.092 0.081
C 4.53374 0.31233 -0.48660 -0.107 -0.146 -0.045
C 3.35793 -0.48453 -0.57151 -0.014 0.291 0.232
S 3.22809 -1.83006 -1.57463 -0.028 -0.197 -0.181
H 1.53741 1.13538 1.67310 0.044 0.019 0.002
H 3.61449 2.53533 1.89343 -0.010 0.009 -0.007
H 5.57058 1.94251 0.39777 0.001 0.010 0.009
H 5.34028 0.02990 -1.14758 0.007 -0.009 0.002
Cl -0.23225 -4.90325 -2.60770 0.016 0.185 -0.202
C 0.17932 -3.51157 -3.60352 -0.307 -0.611 -0.762
Cl -1.10281 -3.66515 -5.25549 0.765 0.159 1.058
Cl 1.78510 -3.62339 -4.28641 -0.265 0.046 0.077
C -0.06364 -2.30059 -2.93205 -0.185 0.338 -0.152
N -0.39714 -1.27961 -2.49436 -0.087 0.101 0.123
O 1.80132 3.19832 -2.33087 0.102 0.085 -0.081
Cl 0.63210 2.86150 -1.57449 -0.092 -0.204 -0.011
O -0.45945 3.73035 -1.91985 -0.034 0.086 -0.018
O 0.90913 2.94472 -0.16304 -0.086 0.121 0.019
O 0.24913 1.48327 -1.90384 0.164 0.160 -0.091
```
Forces are in eV/Å.

Properties
Largest force on an atom = 0.026 hartree/bohr
Spin multiplicity = 2
LUMO (spin up / spin down) = 3.4728 / 3.7714 eV
Highest occupied orbital energy (spin up / spin down) = -1.2 / -1.5 eV
Total charge = -2